{
  "formula": "C36H63BN7O5S",
  "method": "wB97M-V/def2-TZVPD",
  "symbols": ["C", "C", "C", "C", "C", "C", "C", "C", "C", "C", "C", "C", "N", "C", "C", "C", "C", "C", "N", "C", "C", "C", "N", "S", "C", "C", "N", "C", "C", "B", "N", "O", "H", "H", "H", "H", "H", "H", "H", "H", "H", "H", "H", "H", "H", "H", "H", "H", "H", "H", "H", "H", "H", "H", "H", "H", "H", "H", "H", "H", "H", "H", "H", "H", "H", "H", "H", "H", "H", "H", "H", "H", "H", "H", "H", "H", "H", "H", "H", "H", "H", "H", "H", "H", "H", "C", "C", "C", "C", "C", "C", "N", "O", "O", "H", "H", "H", "H", "H", "C", "C", "C", "C", "C", "C", "N", "O", "O", "H", "H", "H", "H", "H"],
  "xyz": [[7.44, -0.15, 1.61], [7.59, 0.47, 0.18], [6.61, -0.15, -0.89], [5.11, 0.28, -0.69], [4.69, 1.49, -1.60], [3.70, 2.49, -0.91], [3.20, 3.65, -1.86], [1.98, 3.24, -2.76], [0.60, 3.81, -2.23], [0.01, 2.73, -1.24], [-1.43, 3.12, -0.70], [-1.97, 1.91, 0.19], [-3.36, 1.61, -0.20], [-3.31, 0.49, -1.23], [-4.49, 0.56, -2.27], [-5.80, -0.23, -1.91], [-6.06, -1.50, -2.83], [-3.03, -0.92, -0.59], [-3.26, -2.04, -1.56], [-2.17, -2.41, -2.16], [-1.85, -3.94, -2.20], [-1.16, -1.47, -2.90], [-3.72, -1.26, 0.66], [-4.75, -2.64, 0.60], [-4.20, -0.17, 1.52], [-3.39, -0.21, 2.86], [-1.98, 0.18, 2.74], [-1.50, 0.70, 4.03], [-4.34, 1.26, 0.87], [-4.59, 2.44, 1.95], [-5.52, 2.18, 3.09], [-3.94, 3.69, 1.86], [7.77, -1.22, 1.66], [6.40, -0.09, 2.00], [8.11, 0.43, 2.30], [8.66, 0.36, -0.11], [7.36, 1.57, 0.20], [6.70, -1.26, -0.78], [7.00, 0.10, -1.91], [4.99, 0.51, 0.40], [4.49, -0.60, -0.99], [5.57, 2.07, -1.94], [4.22, 1.07, -2.53], [2.85, 1.99, -0.38], [4.29, 3.00, -0.10], [2.93, 4.51, -1.20], [4.08, 3.99, -2.46], [2.16, 3.61, -3.80], [1.93, 2.13, -2.82], [0.72, 4.79, -1.71], [-0.07, 3.97, -3.11], [-0.17, 1.82, -1.88], [0.70, 2.47, -0.41], [-2.05, 3.29, -1.62], [-1.31, 4.02, -0.06], [-1.80, 2.22, 1.24], [-1.24, 1.09, 0.00], [-3.76, 2.40, -0.72], [-2.39, 0.73, -1.82], [-4.07, 0.19, -3.24], [-4.74, 1.64, -2.45], [-5.90, -0.47, -0.83], [-6.65, 0.46, -2.14], [-7.06, -1.41, -3.34], [-5.31, -1.47, -3.67], [-5.93, -2.45, -2.29], [-1.92, -0.95, -0.38], [-1.30, -4.12, -3.17], [-2.79, -4.54, -2.30], [-1.23, -4.26, -1.34], [-1.67, -0.76, -3.59], [-0.61, -0.88, -2.12], [-0.44, -2.06, -3.50], [-4.75, -3.19, 1.87], [-5.25, -0.45, 1.82], [-3.91, 0.30, 3.71], [-3.39, -1.30, 3.16], [-1.40, -0.59, 2.41], [-1.85, 1.74, 4.23], [-0.38, 0.74, 4.08], [-1.82, 0.04, 4.88], [-5.34, 1.22, 0.34], [-6.44, 2.52, 2.81], [-5.26, 2.70, 3.92], [-4.14, 4.22, 2.63], [-5.84, -6.32, -1.40], [-5.47, -5.40, -2.38], [-5.61, -5.72, -3.72], [-6.11, -6.96, -4.08], [-6.47, -7.89, -3.12], [-6.33, -7.57, -1.77], [-6.27, -7.29, -5.50], [-5.93, -6.45, -6.31], [-6.74, -8.37, -5.77], [-5.74, -6.07, -0.35], [-5.09, -4.43, -2.08], [-5.32, -4.99, -4.47], [-6.85, -8.86, -3.39], [-6.61, -8.29, -1.01], [8.60, 2.38, 6.89], [8.09, 2.12, 5.62], [8.83, 2.45, 4.50], [10.08, 3.04, 4.65], [10.60, 3.31, 5.92], [9.85, 2.98, 7.04], [10.87, 3.36, 3.47], [10.39, 3.13, 2.38], [11.97, 3.84, 3.64], [8.02, 2.12, 7.77], [7.12, 1.66, 5.52], [8.43, 2.24, 3.52], [11.57, 3.77, 6.04], [10.24, 3.19, 8.03]],
  "lumo_energy_ev": -2.5,
  "charge": 1,
  "homo_lumo_gap_ev": 8.46,
  "e_homo_ha": -0.401
}

{
  "formula": "C4H11N3O2",
  "method": "wB97M-V/def2-TZVPD",
  "symbols": ["C", "C", "O", "O", "H", "H", "H", "C", "C", "N", "N", "N", "H", "H", "H", "H", "H", "H", "H", "H"],
  "xyz": [[-1.74, 2.65, -0.87], [-0.29, 2.21, -0.73], [-0.17, 1.10, -1.51], [0.60, 2.75, -0.15], [-1.98, 2.86, -1.92], [-1.85, 3.50, -0.19], [-2.27, 1.76, -0.49], [0.75, -0.15, 1.69], [0.35, -2.05, 0.37], [0.14, -0.80, 0.51], [-0.30, -2.71, -0.71], [0.83, -2.98, 1.25], [0.14, 0.27, -1.07], [0.22, -0.64, 2.50], [0.51, 0.92, 1.68], [-0.79, -2.14, -1.38], [0.33, -3.36, -1.17], [1.29, -2.78, 2.12], [0.37, -3.88, 1.24], [1.84, -0.20, 1.65]],
  "lumo_energy_ev": 0.7,
  "smiles": "CN=C(N)N.CC(=O)O",
  "homo_lumo_gap_ev": 9.93,
  "e_homo_ha": -0.339,
  "de_lowest_kcal_mol": 24.1
}

{
  "formula": "C4H6NO2",
  "method": "wB97M-V/def2-TZVPD",
  "symbols": ["C", "C", "C", "C", "N", "O", "O", "H", "H", "H", "H", "H", "H"],
  "xyz": [[0.39, 0.39, -0.43], [-0.88, 0.02, -0.16], [1.01, 1.55, -1.01], [-0.50, -1.13, 0.73], [0.96, -0.75, 0.65], [2.18, 1.78, -1.17], [-2.01, 0.35, -0.65], [0.28, 2.27, -1.51], [-1.03, -1.03, 1.71], [-0.50, -2.07, 0.38], [1.82, -1.40, 0.33], [1.25, -0.29, 1.45], [-2.96, 0.31, -0.33]],
  "lumo_energy_ev": -4.3,
  "charge": 1,
  "smiles": "O=CC1=C(O)C[NH2+]1",
  "homo_lumo_gap_ev": 9.96,
  "e_homo_ha": -0.523,
  "de_lowest_kcal_mol": 61.2
}

{
  "formula": "C10H16IrN2P",
  "method": "wB97M-V/def2-TZVPD",
  "symbols": ["C", "C", "C", "C", "C", "Ir", "P", "H", "H", "H", "H", "H", "H", "H", "H", "C", "C", "C", "C", "N", "N", "C", "H", "H", "H", "H", "H", "H", "H", "H"],
  "xyz": [[0.05, -0.06, -2.85], [-0.83, -1.04, -3.60], [-0.29, -2.34, -3.57], [0.92, -2.31, -2.81], [1.22, -0.95, -2.36], [0.43, 0.60, -0.85], [-0.26, 2.67, -1.18], [0.25, 0.91, -3.31], [-1.73, -0.72, -4.14], [-0.71, -3.24, -4.03], [2.23, -0.55, -2.24], [1.55, -3.16, -2.56], [-1.46, 3.02, -0.47], [-0.62, 3.07, -2.51], [0.65, 3.71, -0.78], [1.00, 1.28, 4.36], [0.43, 0.62, 3.17], [-0.54, -0.37, 2.98], [-0.66, -0.61, 1.61], [0.25, 0.22, 0.99], [0.88, 0.95, 1.95], [-1.51, -1.52, 0.83], [0.21, 1.67, 5.00], [1.59, 0.56, 4.95], [1.66, 2.11, 4.07], [-1.09, -0.88, 3.75], [1.58, 1.66, 1.73], [-1.27, -2.56, 1.06], [-2.56, -1.37, 1.09], [-1.38, -1.36, -0.25]],
  "s_squared": 8.7722,
  "lumo_energy_ev": [-2.4, -5.8],
  "charge": 1,
  "spin_multiplicity": 6,
  "homo_lumo_gap_ev": [5.38, 6.54],
  "e_homo_ha": [-0.287, -0.454],
  "de_lowest_kcal_mol": 4.5
}

{
  "formula": "C30H24FIN3O3S5Zn",
  "method": "wB97M-V/def2-TZVPD",
  "symbols": ["Zn", "I", "C", "C", "C", "C", "C", "C", "C", "C", "C", "C", "H", "H", "H", "H", "H", "H", "F", "C", "C", "C", "C", "O", "C", "C", "N", "C", "C", "C", "C", "C", "C", "N", "C", "C", "N", "C", "C", "C", "O", "O", "H", "H", "H", "H", "H", "H", "H", "H", "H", "H", "H", "H", "H", "H", "H", "H", "H", "H", "S", "C", "S", "C", "C", "S", "S", "S"],
  "xyz": [[0.73, -2.71, -0.95], [-0.15, -5.65, -1.38], [0.57, -5.23, -3.32], [0.79, -6.32, -4.11], [1.17, -6.15, -5.46], [1.27, -4.89, -5.97], [1.03, -3.75, -5.16], [1.08, -2.45, -5.73], [0.82, -1.36, -4.97], [0.60, -1.50, -3.58], [0.58, -2.72, -2.95], [0.72, -3.89, -3.77], [0.65, -7.32, -3.71], [1.36, -7.02, -6.08], [1.53, -4.73, -7.01], [1.33, -2.36, -6.78], [0.82, -0.37, -5.41], [0.50, -0.60, -2.99], [-4.01, 1.64, -0.39], [-3.09, 1.17, 0.50], [-2.72, -0.13, 0.44], [-1.79, -0.62, 1.36], [-1.03, -1.81, 1.04], [-1.15, -2.36, -0.08], [-0.10, -2.23, 2.06], [0.07, -1.47, 3.16], [-0.56, -0.30, 3.38], [-0.09, 0.55, 4.44], [-1.04, 0.90, 5.55], [0.11, -0.03, 5.80], [-1.42, 0.18, 2.43], [-1.78, 1.51, 2.45], [-2.50, 2.06, 1.42], [-2.54, 3.45, 1.25], [-1.63, 4.19, 2.12], [-0.16, 3.92, 1.75], [0.07, 4.32, 0.31], [-0.90, 3.59, -0.59], [-2.33, 3.88, -0.13], [0.84, -3.37, 1.92], [1.14, -4.00, 2.93], [1.31, -3.54, 0.74], [-3.08, -0.77, -0.36], [0.79, -1.77, 3.90], [0.61, 1.31, 4.10], [-2.03, 0.47, 5.50], [-1.02, 1.90, 5.97], [-0.11, -1.08, 5.94], [0.96, 0.33, 6.36], [-1.38, 2.14, 3.23], [-1.78, 3.93, 3.16], [-1.88, 5.25, 2.01], [0.07, 2.85, 1.78], [0.54, 4.47, 2.38], [1.01, 4.06, 0.07], [-0.04, 5.33, 0.20], [-0.65, 2.53, -0.47], [-0.73, 3.90, -1.62], [-3.02, 3.40, -0.81], [-2.55, 4.96, -0.17], [4.92, 4.36, -1.58], [4.03, 3.04, -1.10], [2.68, 3.15, -0.03], [2.06, 1.51, -0.13], [2.89, 0.63, -0.80], [2.86, -1.10, -1.07], [4.29, 1.41, -1.55], [0.49, 1.27, 0.57]],
  "lumo_energy_ev": 1.6,
  "charge": -1,
  "homo_lumo_gap_ev": 5.15,
  "e_homo_ha": -0.132
}

{
  "formula": "C6H5NO2S2",
  "method": "wB97M-V/def2-TZVPD",
  "symbols": ["C", "C", "C", "C", "C", "C", "N", "O", "O", "S", "S", "H", "H", "H", "H", "H"],
  "xyz": [[1.89, -1.99, 0.05], [0.68, -2.59, -0.05], [1.90, -0.58, 0.08], [0.51, 0.03, 0.00], [-0.59, 1.67, -0.91], [-1.00, 1.65, 0.55], [0.25, 0.78, -1.19], [0.01, 0.77, 1.07], [3.47, 1.53, -0.02], [-0.65, -1.51, -0.17], [3.46, 0.07, 0.00], [2.82, -2.54, 0.08], [0.49, -3.65, -0.10], [-0.98, 2.34, -1.65], [-0.93, 2.61, 1.05], [-2.00, 1.22, 0.66]],
  "lumo_energy_ev": [-0.8, -0.8],
  "homo_lumo_gap_ev": [7.04, 7.04],
  "e_homo_ha": [-0.287, -0.287],
  "de_lowest_kcal_mol": 70.4
}

Energy (Eh)
-2591.58826; -473.76440; -360.87634; -945.29238; -5715.45496; -1233.15429